# 1
{
  "formula": "C41H45MgNP2",
  "method": "ωB97M-V/def2-TZVPD",
  "orbital_gap_ha": [0.1801, 0.1696],
  "homo_energy_ha": [-0.1850, -0.1695],
  "symbols": ["Mg", "C", "C", "C", "C", "C", "C", "C", "C", "C", "H", "H", "H", "H", "H", "H", "H", "H", "H", "H", "H", "H", "H", "H", "H", "P", "P", "C", "C", "C", "C", "C", "C", "C", "C", "C", "C", "C", "C", "C", "C", "C", "C", "C", "C", "C", "C", "C", "C", "C", "C", "C", "C", "H", "H", "H", "H", "H", "H", "H", "H", "H", "H", "H", "H", "H", "H", "H", "H", "H", "H", "H", "H", "H", "H", "C", "C", "C", "C", "C", "C", "N", "H", "H", "H", "H", "H", "H", "H", "H"],
  "positions_angstrom": [[-0.366, 0.617, 1.933], [0.301, -3.814, -0.408], [1.281, -3.241, -1.116], [1.457, -3.475, -2.593], [0.204, -3.271, -3.508], [-0.997, -2.545, -2.985], [-1.922, -3.073, -2.176], [-1.862, -4.488, -1.684], [-0.548, -4.904, -0.983], [-0.972, 2.462, 0.195], [0.076, -3.546, 0.616], [2.086, -2.666, -0.653], [1.807, -4.515, -2.738], [2.277, -2.836, -2.972], [0.551, -2.693, -4.379], [-0.100, -4.260, -3.885], [-1.135, -1.558, -3.426], [-2.853, -2.558, -1.932], [-2.032, -5.171, -2.537], [-2.700, -4.656, -0.988], [-0.823, -5.560, -0.147], [0.042, -5.502, -1.690], [-1.455, 2.251, 1.168], [-1.194, 3.500, -0.124], [0.113, 2.355, 0.298], [1.510, -0.036, 0.303], [-1.569, 1.417, -1.112], [0.757, -0.289, -1.282], [-0.393, 0.255, -1.781], [3.257, 0.287, 0.071], [4.112, -0.548, -0.671], [5.479, -0.254, -0.711], [5.981, 0.894, -0.086], [5.103, 1.780, 0.556], [3.744, 1.489, 0.634], [1.300, -1.462, 1.452], [0.005, -1.593, 2.073], [-0.096, -2.301, 3.285], [1.026, -2.900, 3.845], [2.254, -2.862, 3.184], [2.397, -2.160, 1.990], [-1.741, 2.462, -2.563], [-0.584, 3.136, -2.991], [-0.701, 4.096, -3.993], [-1.940, 4.308, -4.613], [-3.045, 3.516, -4.275], [-2.953, 2.573, -3.247], [-3.154, 0.742, -0.592], [-3.925, 1.179, 0.508], [-5.108, 0.504, 0.818], [-5.488, -0.635, 0.103], [-4.706, -1.075, -0.970], [-3.594, -0.338, -1.365], [1.421, -0.850, -1.964], [-0.498, 0.168, -2.879], [3.721, -1.407, -1.219], [6.159, -0.930, -1.233], [7.053, 1.111, -0.101], [5.471, 2.703, 1.003], [3.041, 2.177, 1.110], [-0.922, -1.346, 1.500], [-1.074, -2.400, 3.757], [0.944, -3.427, 4.795], [3.115, -3.375, 3.607], [3.364, -2.128, 1.480], [0.384, 2.917, -2.528], [0.177, 4.673, -4.282], [-2.033, 5.077, -5.382], [-3.990, 3.630, -4.803], [-3.799, 1.943, -2.958], [-3.600, 2.039, 1.100], [-5.730, 0.862, 1.637], [-6.401, -1.168, 0.363], [-4.956, -1.989, -1.502], [-3.037, -0.610, -2.265], [2.075, 0.631, 3.962], [1.360, 1.911, 4.077], [1.594, 2.891, 5.064], [0.766, 3.976, 4.756], [0.060, 3.639, 3.574], [-0.821, 4.629, 2.923], [0.380, 2.342, 3.197], [2.671, 0.583, 3.035], [1.395, -0.233, 3.992], [2.773, 0.527, 4.805], [2.267, 2.750, 5.902], [0.644, 4.909, 5.292], [-1.794, 4.685, 3.440], [-0.367, 5.632, 3.023], [-0.977, 4.417, 1.862]],
  "forces_ev_per_a": [[0.887, 1.929, 1.479], [0.409, 0.128, -0.437], [0.012, -0.522, 0.187], [0.425, -0.301, -0.094], [0.424, -0.117, -0.408], [-0.641, -0.064, 0.070], [0.027, -0.115, -0.692], [-0.348, -0.248, 0.228], [-0.277, -0.319, -0.091], [-0.083, 1.234, 0.078], [0.450, -0.094, 0.055], [-0.676, 0.084, 0.066], [-0.056, 0.358, -0.047], [-0.355, -0.232, 0.237], [-0.099, -0.370, 0.120], [-0.027, 0.234, 0.090], [-0.180, -0.251, 0.386], [0.609, 0.007, -0.135], [-0.007, 0.182, 0.284], [0.202, 0.073, -0.235], [0.143, -0.089, -0.253], [-0.004, 0.102, 0.214], [-0.026, 0.457, -0.539], [0.120, -0.290, 0.417], [-0.180, 0.170, -0.031], [-1.929, -0.085, -0.439], [1.818, -1.993, -1.400], [2.725, -0.941, 1.047], [-2.069, 1.786, -0.778], [0.575, 0.207, -0.147], [0.319, 0.466, 0.396], [-0.057, 0.096, -0.015], [-0.340, 0.021, 0.113], [0.155, -0.078, -0.149], [0.040, -0.676, -0.295], [0.346, 0.155, 0.210], [0.340, -1.037, -0.442], [-0.102, -0.245, -0.178], [-0.321, 0.026, 0.170], [0.240, -0.035, -0.276], [-0.605, 0.274, 0.227], [-0.358, -0.019, -0.171], [-0.419, 0.392, -0.039], [-0.140, -0.220, 0.082], [-0.101, -0.262, 0.098], [0.133, 0.013, -0.108], [0.363, 0.525, 0.049], [-0.725, -0.115, 0.154], [0.105, -0.279, -0.463], [0.156, 0.207, 0.010], [0.307, 0.014, -0.206], [-0.229, 0.312, 0.099], [-0.049, 0.066, 0.228], [-0.673, 0.328, 0.092], [-0.202, 0.351, 0.796], [0.125, 0.153, 0.296], [-0.172, 0.221, 0.097], [-0.408, -0.103, -0.056], [-0.002, -0.245, -0.114], [0.280, -0.260, 0.042], [0.828, -0.544, 0.441], [0.269, -0.007, -0.054], [-0.027, 0.129, -0.260], [-0.182, 0.082, -0.050], [-0.289, 0.129, 0.249], [-0.403, 0.161, -0.088], [-0.241, -0.118, -0.032], [-0.001, -0.268, 0.201], [0.242, 0.060, 0.059], [0.193, 0.390, -0.085], [-0.203, -0.328, -0.160], [0.163, -0.107, -0.144], [0.271, 0.091, 0.027], [-0.162, 0.215, -0.011], [-0.070, 0.002, 0.431], [0.282, -0.602, -0.130], [-0.523, 1.824, 1.170], [-0.059, -1.300, -0.729], [-0.719, -0.181, -1.248], [1.401, -0.397, 2.025], [-0.647, 0.294, -0.230], [0.224, -0.194, -0.572], [-0.108, -0.150, 0.231], [0.251, 0.029, -0.026], [-0.216, -0.033, -0.254], [-0.030, 0.175, -0.128], [0.150, -0.062, -0.096], [0.035, -0.019, -0.378], [-0.210, -0.442, -0.201], [-0.091, 0.211, 0.159]],
  "mulliken_charge": [2.046, 0.257, 0.270, -1.596, -1.210, 0.272, 0.098, -0.952, -1.292, -2.206, 0.435, 0.441, 0.669, 0.126, 0.420, 0.272, 0.968, -0.669, 0.371, 0.334, 0.519, 0.223, 0.192, 0.812, 0.785, -0.221, 1.288, -0.655, -1.413, 0.400, -0.151, -0.657, -0.685, -0.516, -0.627, 1.821, -1.187, -0.538, -0.901, -0.660, -0.796, -0.144, -0.241, -0.666, -0.517, -0.686, -0.368, 1.280, -0.481, -0.736, -0.600, -0.907, -1.156, 0.715, 1.085, 0.214, 0.417, 0.351, 0.421, 0.297, 0.433, 0.422, 0.345, 0.411, 0.399, 0.364, 0.412, 0.372, 0.394, 0.365, 0.356, 0.412, 0.390, 0.453, 0.796, -0.498, 0.347, -0.999, -0.895, 0.288, -0.969, 0.169, 0.060, -0.046, 0.368, 0.419, 0.420, 0.213, 0.397, 0.038]
}

---

# 2
{
  "formula": "C41H45NO5PZr",
  "method": "ωB97M-V/def2-TZVPD",
  "orbital_gap_ha": [0.0872, 0.0873],
  "total_charge": -1,
  "homo_energy_ha": [-0.0090, -0.0091],
  "symbols": ["C", "C", "C", "C", "H", "H", "C", "H", "H", "C", "H", "H", "C", "C", "C", "O", "O", "O", "O", "C", "H", "H", "H", "C", "H", "H", "H", "O", "H", "H", "C", "C", "H", "H", "H", "H", "H", "H", "Zr", "C", "C", "C", "H", "C", "C", "H", "H", "H", "H", "C", "C", "C", "H", "C", "C", "H", "H", "H", "H", "N", "P", "C", "C", "C", "C", "C", "C", "C", "C", "C", "C", "C", "C", "C", "C", "C", "C", "C", "C", "H", "H", "H", "H", "H", "H", "H", "H", "H", "H", "H", "H", "H", "H", "H"],
  "positions_angstrom": [[3.788, -4.095, -3.446], [2.685, -3.027, -3.431], [4.756, -3.720, -2.288], [4.577, -2.207, -2.109], [5.774, -3.985, -2.587], [4.483, -4.286, -1.387], [3.435, -1.752, -3.062], [1.961, -3.283, -2.642], [2.170, -2.957, -4.396], [2.618, -0.709, -2.315], [3.854, -1.303, -3.973], [5.508, -1.689, -2.383], [4.118, -1.622, -0.722], [3.297, -5.536, -3.446], [4.457, -4.143, -4.823], [5.646, -4.289, -5.037], [2.147, -5.896, -3.273], [4.287, -6.385, -3.800], [3.515, -4.076, -5.795], [3.861, -4.719, -7.042], [2.905, -4.887, -7.548], [4.354, -5.682, -6.863], [4.515, -4.075, -7.650], [3.873, -7.750, -3.893], [3.537, -8.120, -2.915], [4.757, -8.296, -4.227], [3.059, -7.863, -4.622], [3.104, -0.592, -0.974], [1.545, -0.961, -2.263], [2.719, 0.281, -2.786], [5.291, -0.952, -0.008], [3.473, -2.643, 0.221], [4.207, -3.385, 0.564], [2.632, -3.158, -0.264], [3.086, -2.109, 1.101], [4.947, -0.432, 0.894], [5.777, -0.223, -0.669], [6.037, -1.703, 0.286], [-1.052, 0.779, 0.364], [-1.162, 3.112, -0.664], [0.068, 2.562, -1.138], [-0.237, 1.410, -1.929], [1.065, 2.985, -0.998], [-1.662, 1.278, -1.977], [-2.233, 2.286, -1.134], [-3.297, 2.463, -0.977], [-1.281, 4.055, -0.141], [0.489, 0.768, -2.432], [-2.210, 0.616, -2.645], [-2.194, -1.382, 1.724], [-3.243, -0.553, 1.243], [-3.105, -0.436, -0.175], [-4.105, -0.189, 1.798], [-1.970, -1.230, -0.575], [-1.370, -1.767, 0.612], [-0.497, -2.426, 0.632], [-2.068, -1.720, 2.750], [-3.843, 0.020, -0.834], [-1.658, -1.453, -1.595], [-1.547, 1.798, 1.935], [-2.474, 2.752, 2.805], [-3.012, 1.990, 4.347], [-4.097, 2.516, 5.069], [-4.534, 1.884, 6.235], [-3.895, 0.728, 6.694], [-2.793, 0.225, 5.994], [-2.344, 0.850, 4.828], [-1.636, 4.286, 3.231], [-2.359, 5.342, 3.810], [-1.731, 6.569, 4.037], [-0.388, 6.748, 3.696], [0.342, 5.679, 3.166], [-0.270, 4.442, 2.945], [-3.987, 3.245, 1.924], [-4.006, 4.401, 1.119], [-5.129, 4.700, 0.345], [-6.253, 3.871, 0.374], [-6.253, 2.746, 1.203], [-5.136, 2.434, 1.981], [-4.624, 3.405, 4.715], [-5.392, 2.278, 6.777], [-4.259, 0.218, 7.586], [-2.284, -0.673, 6.347], [-1.499, 0.449, 4.261], [-3.414, 5.221, 4.064], [-2.299, 7.397, 4.460], [0.087, 7.720, 3.836], [1.393, 5.807, 2.908], [0.285, 3.601, 2.523], [-3.154, 5.086, 1.114], [-5.115, 5.585, -0.292], [-7.114, 4.090, -0.258], [-7.124, 2.092, 1.239], [-5.171, 1.569, 2.649]],
  "forces_ev_per_a": [[0.118, -0.147, -0.598], [-0.236, -0.378, 0.317], [-0.239, -0.320, -0.362], [-0.389, 1.160, 0.207], [-0.143, 0.004, 0.195], [0.095, 0.149, -0.255], [0.319, -0.122, -0.220], [0.113, 0.057, -0.273], [-0.017, -0.076, 0.469], [-0.231, 0.560, 0.412], [-0.022, -0.148, 0.139], [-0.251, -0.166, 0.086], [-0.270, 0.073, 0.385], [-1.691, -0.352, 0.300], [1.723, 0.731, -0.343], [-1.423, 0.276, 0.024], [1.350, 0.349, 0.051], [-0.445, -0.139, 0.407], [0.431, -0.795, -0.227], [0.003, 0.293, -0.044], [0.263, 0.126, 0.071], [-0.041, 0.303, 0.072], [-0.217, -0.237, 0.246], [-0.010, -0.299, 0.004], [0.073, 0.110, -0.316], [-0.131, 0.053, 0.082], [0.186, 0.070, 0.234], [1.321, -1.074, -0.702], [0.303, -0.031, -0.122], [-0.140, -0.225, 0.111], [-0.019, 0.125, 0.016], [-0.023, 0.043, 0.033], [-0.149, 0.066, -0.073], [0.155, 0.090, 0.144], [0.037, -0.143, -0.339], [0.024, -0.114, -0.202], [-0.114, -0.086, 0.127], [-0.123, 0.108, -0.072], [-0.896, -0.678, -1.178], [0.524, -0.263, -0.921], [-0.344, -0.015, -0.082], [-0.219, 0.455, -0.401], [-0.404, -0.324, 0.112], [0.891, 0.669, -0.527], [0.248, -0.021, -0.191], [0.355, -0.029, -0.090], [0.124, -0.373, 0.239], [-0.407, 0.457, 0.203], [0.172, -0.041, 0.499], [-0.241, 0.439, -0.701], [0.342, -1.370, -0.609], [-0.239, -0.630, 0.538], [0.522, 0.114, 0.017], [-0.359, -0.202, 0.346], [0.119, -0.284, -0.047], [-0.573, 0.262, 0.083], [0.160, 0.351, -0.193], [0.321, -0.061, 0.226], [-0.045, 0.213, 0.385], [-1.724, 2.846, 3.804], [2.328, -2.365, -2.287], [-0.449, 0.027, 0.787], [0.130, -0.387, 0.235], [0.049, -0.110, -0.038], [0.144, 0.164, -0.298], [-0.043, 0.098, -0.056], [-0.296, 0.167, -0.071], [-0.002, 0.786, 0.472], [0.524, 0.233, -0.090], [0.001, -0.057, -0.059], [-0.094, -0.283, -0.049], [-0.158, -0.048, 0.068], [-0.375, 0.207, -0.021], [-0.703, 0.507, 0.162], [-0.225, -0.287, 0.154], [0.037, -0.112, 0.047], [0.358, -0.138, 0.140], [0.129, 0.029, -0.040], [0.094, 0.307, -0.180], [0.155, -0.293, 0.056], [0.176, -0.057, -0.102], [0.110, 0.143, -0.187], [-0.142, 0.230, -0.077], [-0.277, 0.176, 0.064], [0.294, 0.041, -0.134], [0.121, -0.158, -0.070], [-0.107, -0.258, 0.010], [-0.225, -0.013, 0.074], [-0.238, 0.161, 0.036], [-0.209, -0.348, -0.060], [-0.037, -0.201, 0.153], [0.165, -0.023, 0.187], [0.150, 0.160, -0.008], [0.101, 0.292, -0.312]],
  "mulliken_charge": [3.026, -2.056, -1.467, 0.011, 0.292, 0.360, 0.743, 0.384, 0.607, -0.891, 0.522, 0.493, 1.741, -0.225, -0.289, -0.634, -0.631, -0.250, -0.242, -0.733, 0.270, 0.286, 0.272, -0.783, 0.298, 0.256, 0.331, -0.466, 0.031, 0.246, -1.904, -1.891, 0.422, 0.192, 0.460, 0.425, 0.430, 0.359, 0.790, -0.465, -0.731, -0.036, 0.418, -0.972, -0.428, 0.267, 0.563, 0.215, 0.485, -0.790, -0.305, -0.904, 0.565, -0.617, -0.414, 0.426, 0.433, 0.459, 0.495, -0.384, 0.981, 0.412, -0.200, -0.705, -0.477, -0.671, -0.487, 0.209, -0.106, -0.686, -0.485, -0.671, -0.340, 0.441, -0.317, -0.695, -0.505, -0.839, -0.197, 0.227, 0.381, 0.369, 0.401, 0.431, 0.170, 0.379, 0.363, 0.405, 0.352, 0.273, 0.369, 0.358, 0.385, 0.415]
}

---

Question: Which formula does entry 2 have?
Answer: C41H45NO5PZr